No. 1
{
  "formula": "C40H38Br2ClF3N6O15PS2",
  "method": "ωB97M-V with the def2-TZVPD basis set",
  "gap_ev": 6.0393,
  "charge": -1,
  "e_tot_ha": -10049.26037,
  "e_above_lowest_ev": 1.139,
  "homo_ev": -5.739,
  "species": ["C", "C", "Br", "C", "Br", "C", "S", "O", "O", "C", "F", "F", "F", "O", "P", "C", "C", "C", "Cl", "N", "C", "O", "O", "C", "S", "H", "H", "H", "H", "H", "H", "H", "H", "H", "H", "H", "H", "H", "C", "C", "C", "C", "C", "C", "N", "O", "O", "H", "H", "H", "H", "H", "C", "C", "C", "C", "C", "C", "N", "O", "O", "H", "H", "H", "H", "H", "C", "C", "C", "C", "C", "C", "N", "O", "O", "H", "H", "H", "H", "H", "C", "C", "C", "C", "C", "C", "N", "O", "O", "H", "H", "H", "H", "H", "C", "C", "C", "C", "C", "C", "N", "O", "O", "H", "H", "H", "H", "H"],
  "xyz": [[5.069, 4.856, -1.602], [3.764, 4.661, -2.390], [3.157, 6.191, -3.440], [3.084, 3.513, -2.335], [1.395, 3.454, -3.339], [3.428, 2.240, -1.548], [2.304, 1.894, -0.069], [3.057, 2.213, 1.121], [1.801, 0.539, -0.048], [0.790, 2.978, 0.013], [-0.213, 2.524, -0.763], [0.320, 2.843, 1.287], [1.015, 4.284, -0.154], [4.684, 2.004, -1.040], [5.390, 0.430, -1.299], [6.928, 0.681, -0.197], [7.646, 2.070, -0.253], [7.801, 2.689, -1.665], [6.951, 3.261, 0.970], [4.619, -0.360, 0.229], [4.758, -1.529, 0.115], [4.674, -2.665, -0.102], [3.989, -0.091, -2.179], [3.213, 1.020, -2.602], [3.912, 1.310, -4.314], [5.049, 4.339, -0.627], [5.919, 4.583, -2.253], [5.182, 5.945, -1.380], [5.915, -0.898, -1.584], [6.055, 0.754, -2.544], [6.684, 0.435, 0.854], [7.677, -0.072, -0.545], [8.687, 1.895, 0.115], [8.463, 1.988, -2.236], [8.348, 3.661, -1.645], [6.855, 2.735, -2.228], [2.178, 0.622, -2.598], [2.936, 0.932, -5.199], [-1.164, 1.024, 3.860], [-2.209, 0.362, 4.493], [-3.075, 1.062, 5.320], [-2.887, 2.423, 5.502], [-1.843, 3.093, 4.881], [-0.979, 2.386, 4.057], [-3.817, 3.169, 6.357], [-4.713, 2.544, 6.903], [-3.647, 4.369, 6.472], [-0.492, 0.477, 3.209], [-2.350, -0.701, 4.338], [-3.886, 0.537, 5.808], [-1.693, 4.154, 5.027], [-0.163, 2.897, 3.565], [2.697, -6.075, -3.328], [3.051, -4.853, -2.773], [4.331, -4.351, -2.953], [5.246, -5.083, -3.695], [4.905, -6.309, -4.249], [3.624, -6.804, -4.063], [6.597, -4.549, -3.912], [6.874, -3.485, -3.401], [7.364, -5.209, -4.599], [1.693, -6.461, -3.190], [2.327, -4.286, -2.200], [4.595, -3.396, -2.514], [5.621, -6.881, -4.824], [3.346, -7.759, -4.492], [-3.468, -1.355, -2.619], [-2.479, -2.319, -2.770], [-1.296, -2.004, -3.421], [-1.114, -0.721, -3.913], [-2.097, 0.247, -3.775], [-3.280, -0.075, -3.125], [0.147, -0.377, -4.579], [0.983, -1.253, -4.698], [0.288, 0.769, -4.970], [-4.389, -1.601, -2.106], [-2.630, -3.316, -2.376], [-0.530, -2.760, -3.534], [-1.956, 1.247, -4.163], [-4.053, 0.672, -3.009], [-3.990, -1.879, 8.068], [-5.311, -2.072, 7.684], [-5.693, -3.264, 7.087], [-4.744, -4.255, 6.885], [-3.422, -4.070, 7.258], [-3.046, -2.874, 7.851], [-5.151, -5.528, 6.277], [-6.317, -5.651, 5.944], [-4.301, -6.389, 6.143], [-3.696, -0.948, 8.539], [-6.044, -1.293, 7.853], [-6.723, -3.408, 6.791], [-2.681, -4.842, 7.095], [-2.016, -2.718, 8.149], [-9.034, 3.938, -1.685], [-9.707, 2.806, -2.125], [-9.049, 1.587, -2.189], [-7.718, 1.516, -1.806], [-7.034, 2.641, -1.371], [-7.698, 3.857, -1.312], [-7.024, 0.223, -1.848], [-7.646, -0.742, -2.252], [-5.865, 0.191, -1.473], [-9.552, 4.888, -1.631], [-10.748, 2.873, -2.416], [-9.580, 0.710, -2.533], [-5.995, 2.585, -1.076], [-7.175, 4.742, -0.972]]
}

No. 2
{
  "formula": "C40H39AuClIN3O2SSiTe",
  "method": "ωB97M-V with the def2-TZVPD basis set",
  "gap_ev": [7.2989, 6.6924],
  "charge": 0,
  "e_tot_ha": -3711.68263,
  "e_above_lowest_ev": 0.396,
  "s_squared": 0.754,
  "homo_ev": [-7.635, -7.625],
  "spin_multiplicity": 2,
  "species": ["Au", "Cl", "C", "C", "C", "I", "C", "O", "C", "N", "C", "C", "C", "C", "H", "H", "H", "H", "C", "Si", "C", "C", "C", "C", "C", "C", "N", "C", "S", "H", "H", "H", "H", "H", "H", "H", "H", "H", "H", "H", "H", "C", "C", "C", "C", "C", "C", "Te", "N", "C", "O", "C", "C", "C", "C", "C", "C", "C", "C", "C", "C", "C", "C", "C", "C", "C", "C", "H", "H", "H", "H", "H", "H", "H", "H", "H", "H", "H", "H", "H", "H", "H", "H", "H", "H", "H", "H", "H", "H", "H"],
  "xyz": [[1.815, -0.533, 0.147], [6.660, -5.084, -2.131], [5.721, -3.655, -1.813], [6.274, -2.425, -2.017], [5.540, -1.255, -1.760], [6.423, 0.604, -2.060], [4.238, -1.291, -1.292], [3.544, -0.219, -1.038], [3.666, -2.592, -1.100], [2.378, -2.620, -0.666], [1.787, -3.771, -0.458], [2.438, -4.996, -0.664], [3.732, -4.998, -1.101], [4.391, -3.776, -1.347], [7.291, -2.348, -2.376], [0.761, -3.735, -0.121], [1.909, -5.917, -0.462], [4.261, -5.926, -1.267], [-2.121, 4.760, 1.086], [-0.332, 5.208, 1.357], [0.018, 6.642, 0.190], [-0.072, 5.760, 3.128], [1.000, 3.910, 0.967], [2.232, 4.434, 0.611], [3.286, 3.610, 0.243], [3.053, 2.261, 0.190], [1.884, 1.703, 0.557], [0.878, 2.494, 1.008], [-0.528, 1.822, 1.766], [-2.702, 5.688, 1.103], [-2.499, 4.098, 1.861], [-2.278, 4.277, 0.121], [-0.729, 7.426, 0.339], [-0.050, 6.313, -0.850], [0.999, 7.096, 0.334], [-0.788, 6.537, 3.408], [0.934, 6.160, 3.276], [-0.201, 4.919, 3.813], [2.378, 5.508, 0.604], [4.256, 3.999, -0.030], [3.816, 1.579, -0.149], [-4.389, 3.496, -3.440], [-3.716, 2.607, -2.431], [-4.232, 2.446, -1.155], [-3.623, 1.628, -0.207], [-4.184, 1.630, 1.195], [-2.476, 0.915, -0.582], [-1.823, -0.459, 0.945], [0.059, -1.220, 1.039], [-0.076, -2.235, 1.923], [-1.201, -2.610, 2.290], [1.126, -2.934, 2.476], [1.020, -4.301, 2.718], [2.100, -5.006, 3.220], [3.287, -4.349, 3.514], [3.384, -2.980, 3.316], [2.307, -2.273, 2.804], [-2.394, -2.071, -0.374], [-1.461, -2.591, -1.260], [-1.779, -3.647, -2.103], [-3.050, -4.195, -2.055], [-3.985, -3.679, -1.170], [-3.679, -2.616, -0.325], [-4.729, -2.085, 0.612], [-1.909, 1.093, -1.845], [-0.629, 0.433, -2.272], [-2.540, 1.941, -2.748], [-5.215, 4.047, -2.992], [-4.788, 2.909, -4.270], [-3.686, 4.218, -3.858], [-5.120, 2.999, -0.869], [-5.000, 2.348, 1.264], [-3.418, 1.928, 1.913], [-4.570, 0.661, 1.512], [0.085, -4.798, 2.495], [2.015, -6.072, 3.390], [4.129, -4.900, 3.913], [4.296, -2.456, 3.571], [2.381, -1.199, 2.683], [-0.466, -2.166, -1.295], [-1.038, -4.035, -2.791], [-3.315, -5.022, -2.701], [-4.978, -4.112, -1.128], [-5.602, -2.736, 0.629], [-5.063, -1.096, 0.292], [-4.346, -2.008, 1.632], [-0.012, 0.174, -1.411], [-0.045, 1.104, -2.902], [-0.823, -0.477, -2.842], [-2.093, 2.088, -3.726]]
}

No. 3
{
  "formula": "C40H39NO10P4RbS",
  "method": "ωB97M-V with the def2-TZVPD basis set",
  "gap_ev": 7.5813,
  "charge": -1,
  "e_tot_ha": -4142.86585,
  "e_above_lowest_ev": 0.000,
  "homo_ev": -5.594,
  "species": ["Rb", "O", "S", "C", "C", "C", "C", "C", "C", "P", "C", "C", "C", "C", "C", "C", "C", "C", "C", "C", "C", "C", "C", "C", "C", "C", "C", "C", "P", "C", "C", "C", "C", "C", "C", "C", "C", "C", "C", "C", "C", "H", "H", "H", "H", "H", "H", "H", "H", "H", "H", "H", "H", "H", "H", "H", "H", "H", "H", "H", "H", "H", "H", "H", "H", "H", "H", "H", "H", "C", "C", "O", "P", "O", "O", "O", "P", "O", "O", "O", "H", "H", "H", "H", "H", "H", "H", "N", "C", "C", "O", "O", "H", "H", "H", "H"],
  "xyz": [[1.658, -1.013, 0.006], [0.354, 0.668, -1.587], [-0.576, 1.568, -2.362], [-2.312, 1.263, -1.922], [-3.175, 2.170, -2.540], [-4.532, 2.124, -2.289], [-5.021, 1.151, -1.423], [-4.159, 0.230, -0.853], [-2.776, 0.239, -1.087], [-1.592, -1.082, -0.442], [-2.760, -2.036, 0.636], [-3.261, -1.402, 1.775], [-4.048, -2.083, 2.698], [-4.340, -3.427, 2.505], [-3.829, -4.079, 1.389], [-3.043, -3.391, 0.469], [-1.626, -2.019, -2.067], [-2.812, -2.488, -2.631], [-2.827, -3.134, -3.861], [-1.640, -3.310, -4.565], [-0.450, -2.841, -4.026], [-0.441, -2.208, -2.786], [-0.466, 3.144, -1.520], [-0.584, 4.234, -2.374], [-0.614, 5.517, -1.854], [-0.511, 5.694, -0.482], [-0.341, 4.596, 0.351], [-0.301, 3.287, -0.130], [0.088, 1.888, 1.081], [1.445, 2.710, 2.018], [1.292, 3.471, 3.177], [2.394, 4.043, 3.800], [3.665, 3.861, 3.264], [3.828, 3.099, 2.116], [2.727, 2.519, 1.498], [-1.323, 1.981, 2.244], [-2.551, 2.535, 1.891], [-3.652, 2.435, 2.740], [-3.533, 1.783, 3.958], [-2.313, 1.215, 4.319], [-1.224, 1.302, 3.465], [-2.783, 2.925, -3.215], [-5.197, 2.833, -2.766], [-6.082, 1.092, -1.208], [-4.576, -0.537, -0.213], [-3.034, -0.357, 1.956], [-4.418, -1.558, 3.571], [-4.948, -3.965, 3.224], [-4.030, -5.132, 1.237], [-2.627, -3.922, -0.379], [-3.747, -2.343, -2.099], [-3.765, -3.492, -4.269], [-1.645, -3.808, -5.528], [0.486, -2.963, -4.559], [0.519, -1.862, -2.422], [-0.645, 4.069, -3.445], [-0.704, 6.369, -2.517], [-0.533, 6.690, -0.056], [-0.215, 4.763, 1.416], [0.307, 3.616, 3.608], [2.262, 4.628, 4.703], [4.527, 4.301, 3.752], [4.815, 2.925, 1.703], [2.901, 1.896, 0.626], [-2.665, 3.038, 0.936], [-4.600, 2.863, 2.438], [-4.388, 1.705, 4.619], [-2.216, 0.684, 5.258], [-0.293, 0.823, 3.749], [6.289, -1.802, -1.671], [5.346, -0.764, -1.049], [6.112, 0.435, -0.752], [4.778, -1.307, 0.601], [4.383, -2.829, 0.506], [6.156, -1.377, 1.418], [3.752, -0.438, 1.215], [3.954, -0.438, -2.240], [3.254, 0.884, -1.547], [2.978, -1.567, -2.065], [4.580, -0.075, -3.530], [7.141, -1.975, -1.010], [6.630, -1.414, -2.630], [5.781, -2.753, -1.841], [5.842, 1.142, -1.347], [3.441, -3.036, 0.842], [6.565, -0.504, 1.436], [2.295, 0.680, -1.522], [2.375, -5.732, -0.195], [1.078, -5.069, -0.195], [0.979, -3.707, 0.472], [1.895, -3.353, 1.284], [0.005, -3.001, 0.166], [2.985, -5.260, -0.854], [2.815, -5.584, 0.708], [0.335, -5.697, 0.305], [0.729, -4.954, -1.221]]
}